A 8-piece molecular cluster, C34H75N2O12 overall at a distorted geometry. Source: the OMol25 dataset; level of theory: the ωB97M-V functional and the def2-TZVPD basis.

## Properties
* frontier orbital gap: 6.5714 eV
* 2S+1: 1
* strongest force on any atom: 3.1 eV/Å
* HOMO: -11.5435 eV
* charge: +1

Atoms and positions in Å:
C (-3.27368, 4.37878, -0.38443)
C (-3.64285, 3.94407, -1.87566)
O (-2.40367, 3.92128, -2.61495)
C (-2.17406, 2.61209, -3.19339)
C (-0.62430, 2.51882, -3.43926)
C (0.19705, 2.31044, -2.09367)
C (1.60843, 2.99580, -2.27199)
C (2.24512, 3.48431, -0.89949)
C (1.27688, 4.41527, -0.11320)
C (1.01056, 4.05970, 1.28336)
N (0.17000, 4.80970, 2.07459)
O (-0.04674, 4.45205, 3.37697)
N (-0.36601, 3.04260, 3.46524)
O (-1.39508, 2.85179, 2.96992)
C (-0.50680, 5.91914, 1.62775)
C (-0.31483, 6.36719, 0.25240)
C (0.60115, 5.61482, -0.63451)
C (0.85454, 6.10276, -2.09723)
O (0.00233, 6.36080, -2.88351)
O (2.19558, 6.28629, -2.44596)
H (-2.25570, 3.96008, -0.13638)
H (-3.24019, 5.49680, -0.38242)
H (-4.06227, 3.96990, 0.29688)
H (-4.20990, 2.98007, -1.92309)
H (-4.28691, 4.73153, -2.35913)
H (-2.77755, 2.54353, -4.14679)
H (-2.47095, 1.77394, -2.50569)
H (-0.44460, 1.64808, -4.13479)
H (-0.32288, 3.45191, -3.99072)
H (0.34784, 1.20527, -1.97220)
H (-0.41284, 2.70686, -1.23991)
H (2.31367, 2.21901, -2.67824)
H (1.53789, 3.80213, -3.04636)
H (2.39604, 2.54233, -0.29228)
H (3.27786, 3.91911, -1.02070)
H (1.52889, 3.17239, 1.72635)
H (-1.19802, 6.51988, 2.26899)
H (-0.84372, 7.26921, -0.14439)
H (2.66529, 5.43163, -2.48252)
C (-3.77142, 3.22962, 5.13104)
C (-5.17586, 3.49390, 4.61230)
C (-6.09075, 2.30532, 4.85981)
O (-5.12043, 3.76915, 3.21158)
H (-3.32391, 2.37075, 4.62100)
H (-3.12370, 4.08880, 4.93594)
H (-3.77590, 3.03282, 6.20498)
H (-5.58626, 4.38049, 5.09985)
H (-5.72135, 1.41512, 4.34133)
H (-7.09152, 2.50544, 4.47248)
H (-6.16727, 2.08078, 5.92566)
H (-4.75911, 2.99011, 2.77121)
C (3.21977, -3.13671, -2.42379)
C (2.68921, -1.81575, -1.89274)
C (1.53323, -2.03333, -0.92995)
O (2.25467, -1.00243, -2.98692)
H (2.44275, -3.67609, -2.97417)
H (4.04229, -2.96739, -3.12168)
H (3.57644, -3.77318, -1.61116)
H (3.49218, -1.27373, -1.38655)
H (0.69858, -2.53520, -1.42888)
H (1.15287, -1.07442, -0.56342)
H (1.84139, -2.63790, -0.07507)
H (1.54512, -1.47182, -3.44250)
C (3.32416, -5.21331, 2.54954)
C (1.90124, -4.92193, 2.09902)
C (0.99071, -6.11741, 2.33365)
O (1.89988, -4.58929, 0.70871)
H (3.74708, -6.05168, 1.98771)
H (3.96925, -4.35114, 2.36493)
H (3.36079, -5.45425, 3.61364)
H (1.51541, -4.05335, 2.63975)
H (1.33278, -6.98604, 1.76461)
H (-0.02439, -5.89889, 1.99585)
H (0.95631, -6.38629, 3.39193)
H (2.23903, -5.35064, 0.22114)
C (1.16858, -3.47512, 6.40585)
C (1.89704, -4.76693, 6.06785)
C (1.45129, -5.90686, 6.97027)
O (3.30279, -4.57068, 6.20851)
H (1.37855, -3.16778, 7.43468)
H (1.50673, -2.66358, 5.75698)
H (0.08829, -3.58854, 6.28958)
H (1.71102, -5.03065, 5.02528)
H (1.67082, -5.68209, 8.01824)
H (1.99005, -6.82406, 6.72322)
H (0.37965, -6.09373, 6.87113)
H (3.47990, -4.33679, 7.12781)
C (-3.90161, 7.48115, -6.61715)
C (-4.50738, 6.18413, -6.10415)
C (-5.56703, 6.44934, -5.04575)
O (-3.47858, 5.36365, -5.55217)
H (-3.41265, 8.02971, -5.80610)
H (-3.13575, 7.27566, -7.36788)
H (-4.66364, 8.12420, -7.06268)
H (-4.94944, 5.63127, -6.93580)
H (-5.13364, 6.96344, -4.18174)
H (-5.98596, 5.50940, -4.67874)
H (-6.37901, 7.06149, -5.44382)
H (-3.07917, 5.84190, -4.81442)
C (-3.22924, -7.61931, 1.21318)
C (-2.19452, -8.09594, 0.20532)
C (-2.73240, -9.23975, -0.64026)
O (-1.02077, -8.52419, 0.89464)
H (-3.50141, -8.42478, 1.90181)
H (-2.82642, -6.80532, 1.82045)
H (-4.13455, -7.26742, 0.71368)
H (-1.90315, -7.26580, -0.44242)
H (-2.98787, -10.09976, -0.01401)
H (-1.97643, -9.57886, -1.35154)
H (-3.62284, -8.93628, -1.19512)
H (-1.26565, -9.25854, 1.47096)
C (6.51977, -1.87353, -1.92111)
C (7.53856, -2.32077, -2.95775)
C (8.44807, -1.17415, -3.37114)
O (6.85825, -2.82560, -4.10544)
H (5.87519, -1.08460, -2.32274)
H (5.86824, -2.70373, -1.64246)
H (7.01111, -1.49734, -1.02061)
H (8.13931, -3.13798, -2.55303)
H (7.86954, -0.36182, -3.82205)
H (9.16647, -1.50697, -4.12290)
H (8.99751, -0.77690, -2.51468)
H (6.32352, -2.11067, -4.47223)

Cartesian forces (eV/Å) of the 3 atoms listed first:
-0.5 -0.5 -1.2
0.3 1.2 0.5
-0.8 -1.6 0.3



One molecule with the formula C4H8N2O. Source: the OMol25 dataset; level of theory: the ωB97M-V functional and the def2-TZVPD basis.

## Properties
* frontier orbital gap: 9.4857 eV
* 2S+1: 1
* structure (SMILES): NC(=O)CN1CC1
* strongest force on any atom: 0.6 eV/Å
* HOMO: -8.6306 eV
* ΔE to the lowest compared entry with this formula, charge and spin: 56.5 kcal per mole

Atoms and positions in Å:
N (1.57195, 0.14618, -1.43969)
C (1.84040, -0.31726, -0.19187)
O (2.97370, -0.58066, 0.17463)
C (0.64989, -0.56695, 0.75789)
N (-0.71694, -0.20749, 0.45254)
C (-1.63910, 0.87042, 0.55147)
C (-1.67500, -0.13878, -0.58960)
H (2.34206, 0.21466, -2.08704)
H (0.64441, 0.34529, -1.76976)
H (0.71209, -1.65034, 0.96464)
H (0.91360, -0.07407, 1.69938)
H (-2.39185, 0.81501, 1.35646)
H (-1.35809, 1.90471, 0.30419)
H (-2.43681, -0.92487, -0.64199)
H (-1.43334, 0.19820, -1.61282)

Cartesian forces (eV/Å) of the 3 atoms listed first:
0.0 0.0 -0.1
0.0 0.0 0.0
-0.6 0.1 -0.1